A) Below is a molecular structure, C9H25K2O7, with properties calculated with the ωB97M-V functional and the def2-TZVPD basis.

HOMO-LUMO gap = 6.20 eV
net charge = +1

Each line ends with the Löwdin charge.
Geometry (Å):
1 K -0.926 -4.272 3.019  0.923
2 K -1.713 -4.658 -0.645  0.959
3 O -0.197 -0.410 0.063  0.087
4 C -0.845 -1.609 0.048  -0.813
5 O -0.325 -2.537 0.713  -0.162
6 O -1.684 -1.889 -0.812  -0.068
7 H 0.420 -0.664 0.769  0.084
8 C -2.683 1.193 -4.669  -0.078
9 C -2.617 0.051 -3.662  -0.320
10 O -1.877 0.417 -2.519  -0.099
11 H -3.185 2.025 -4.172  0.077
12 H -3.241 1.013 -5.587  0.071
13 H -1.735 1.626 -4.989  0.062
14 H -2.030 -0.815 -3.984  0.110
15 H -3.622 -0.271 -3.380  0.108
16 H -1.795 -0.420 -2.045  0.023
17 C -1.337 -1.033 3.421  -0.112
18 C -1.894 -0.390 4.668  -0.270
19 O -2.283 -1.353 5.679  -0.079
20 H -2.005 -1.762 2.963  0.048
21 H -0.445 -1.615 3.669  0.051
22 H -1.060 -0.303 2.662  0.088
23 H -2.818 0.044 4.283  0.120
24 H -1.334 0.407 5.154  0.124
25 H -1.526 -1.880 5.950  0.069
26 C 0.778 2.629 -3.096  -0.082
27 C 0.890 2.366 -1.590  -0.311
28 O 1.474 1.091 -1.516  -0.102
29 H 1.726 2.569 -3.629  0.074
30 H 0.472 3.674 -3.200  0.071
31 H 0.040 1.960 -3.534  0.044
32 H -0.099 2.245 -1.144  0.107
33 H 1.468 3.157 -1.110  0.106
34 H 0.803 0.447 -1.264  0.036
35 C 4.649 -0.139 0.992  -0.091
36 C 3.611 -0.334 2.087  -0.293
37 O 2.281 -0.002 1.632  -0.090
38 H 5.632 -0.294 1.438  0.076
39 H 4.604 0.859 0.554  0.079
40 H 4.516 -0.863 0.188  0.075
41 H 4.033 0.228 2.923  0.106
42 H 3.655 -1.379 2.393  0.105
43 H 2.224 0.891 1.280  0.085

=====

B) Below is a molecular structure, C9H25K2O7, with properties calculated with the ωB97M-V functional and the def2-TZVPD basis.

HOMO-LUMO gap = 6.37 eV
net charge = +1

Each line ends with the Löwdin charge.
Geometry (Å):
1 K 3.180 -1.186 3.882  0.919
2 K 4.750 -0.034 0.678  0.928
3 O 2.383 -0.983 -0.713  0.121
4 C 1.519 -0.941 0.167  -0.946
5 O 0.373 -1.085 -0.225  0.029
6 O 1.877 -0.804 1.358  -0.132
7 H 1.702 -1.129 -1.374  0.116
8 C -1.729 -0.285 4.875  -0.072
9 C -0.401 0.308 4.460  -0.334
10 O 0.348 0.303 5.626  -0.099
11 H -1.739 -1.080 5.622  0.081
12 H -2.134 -0.800 4.004  0.068
13 H -2.403 0.468 5.284  0.082
14 H -0.484 1.322 4.070  0.117
15 H 0.093 -0.178 3.619  0.095
16 H -0.040 0.926 6.245  0.096
17 C 3.390 2.761 -3.309  -0.086
18 C 2.602 2.372 -2.110  -0.299
19 O 3.529 2.155 -1.060  -0.136
20 H 4.321 2.194 -3.330  0.075
21 H 3.738 3.793 -3.347  0.081
22 H 2.932 2.466 -4.253  0.081
23 H 2.166 1.385 -2.260  0.100
24 H 1.784 3.071 -1.936  0.130
25 H 3.826 2.987 -0.684  0.087
26 C -0.057 -0.231 -3.946  -0.093
27 C -1.404 -0.139 -3.261  -0.260
28 O -1.150 0.524 -1.992  -0.117
29 H -0.137 -0.961 -4.752  0.076
30 H 0.712 -0.662 -3.306  0.047
31 H 0.346 0.724 -4.284  0.073
32 H -1.791 -1.082 -2.874  0.110
33 H -2.038 0.388 -3.973  0.115
34 H -0.823 -0.138 -1.379  0.011
35 C -4.126 -1.964 0.908  -0.083
36 C -2.844 -1.520 0.214  -0.369
37 O -2.047 -2.630 0.073  -0.054
38 H -5.030 -1.368 0.784  0.070
39 H -3.986 -2.002 1.988  0.057
40 H -4.492 -2.957 0.646  0.074
41 H -2.438 -0.678 0.775  0.109
42 H -3.074 -1.077 -0.755  0.098
43 H -1.204 -2.233 -0.155  0.035

=====

Energy relative to the most stable one, in eV: A) 0.000; B) 0.789

=====

A) Below is C10H12N2 in the gas phase, with properties calculated with the ωB97M-V functional and the def2-TZVPD basis.

HOMO-LUMO gap = 9.23 eV
net charge = 0
SMILES = c1ccc(C2N3CCCN23)cc1

Each line ends with the Löwdin charge.
Geometry (Å):
1 C 3.099 0.067 0.299  -0.124
2 C 2.413 1.175 -0.091  -0.109
3 C 1.148 1.145 -0.657  -0.042
4 C 0.534 -0.100 -0.851  -0.200
5 C -0.860 -0.129 -1.471  -0.218
6 N -1.990 0.603 -1.003  -0.049
7 C -1.980 1.225 0.328  -0.163
8 C -1.564 0.127 1.324  -0.134
9 C -1.942 -1.158 0.526  -0.179
10 N -2.009 -0.825 -0.878  -0.031
11 C 1.251 -1.246 -0.581  -0.041
12 C 2.508 -1.151 0.106  -0.076
13 H 4.074 0.244 0.771  0.112
14 H 2.849 2.186 0.178  0.126
15 H 0.634 2.057 -0.963  0.117
16 H -0.737 -0.161 -2.535  0.135
17 H -1.437 2.187 0.248  0.114
18 H -3.012 1.497 0.536  0.105
19 H -0.503 0.153 1.637  0.109
20 H -2.200 0.091 2.168  0.080
21 H -2.942 -1.608 0.804  0.128
22 H -1.184 -1.933 0.599  0.097
23 H 0.943 -2.261 -0.859  0.119
24 H 2.907 -2.184 0.365  0.123

=====

B) Below is C10H12N2 in the gas phase, with properties calculated with the ωB97M-V functional and the def2-TZVPD basis.

HOMO-LUMO gap = 9.07 eV
net charge = 0
SMILES = C=C1c2ccccc2C[C@@H]1NN

Each line ends with the Löwdin charge.
Geometry (Å):
1 C 0.931 2.111 -0.999  0.069
2 C 0.659 0.876 -0.544  -0.222
3 C -0.648 0.502 0.022  -0.178
4 C -1.719 1.310 0.250  -0.060
5 C -2.978 0.805 0.431  -0.068
6 C -3.162 -0.606 0.306  -0.079
7 C -2.094 -1.389 -0.009  -0.045
8 C -0.816 -0.855 -0.250  -0.163
9 C 0.425 -1.416 -0.868  -0.092
10 C 1.578 -0.357 -0.841  -0.236
11 N 2.458 -0.673 0.283  -0.137
12 N 1.948 -0.604 1.587  0.000
13 H 0.266 3.018 -1.184  0.092
14 H 1.809 2.309 -1.489  0.017
15 H -1.749 2.403 0.451  0.127
16 H -3.804 1.485 0.676  0.107
17 H -4.067 -1.065 0.505  0.076
18 H -2.323 -2.430 -0.369  0.128
19 H 0.848 -2.253 -0.330  0.108
20 H 0.229 -1.750 -1.879  0.117
21 H 2.161 -0.232 -1.845  0.176
22 H 3.416 -0.439 0.150  0.095
23 H 1.253 -1.328 1.838  0.089
24 H 1.551 0.334 1.744  0.079

=====

Energy relative to the most stable one, in eV: A) 0.081; B) 0.000

=====

A) Below is C5H9NS2 in the gas phase, with properties calculated with the ωB97M-V functional and the def2-TZVPD basis.

HOMO-LUMO gap = 8.02 eV
net charge = 0
SMILES = C/C(N)=C/C(=S)CS

Each line ends with the Löwdin charge.
Geometry (Å):
1 C -1.165 3.021 -0.758  -0.037
2 C -1.046 1.528 -0.826  -0.356
3 N -1.842 0.911 -1.779  0.113
4 C -0.260 0.858 0.063  -0.141
5 C -0.020 -0.559 0.199  -0.753
6 S -0.490 -1.706 -0.979  0.658
7 C 0.545 -1.039 1.530  -0.598
8 S 2.318 -0.686 1.731  0.707
9 H -0.434 3.451 -0.152  0.053
10 H -1.092 3.459 -1.795  0.108
11 H -2.118 3.342 -0.371  0.081
12 H -2.705 1.374 -2.087  0.116
13 H -1.803 -0.091 -1.813  -0.036
14 H 0.320 1.528 0.742  0.116
15 H 0.377 -2.090 1.562  0.034
16 H 0.009 -0.514 2.346  0.088
17 H 2.782 -1.425 0.745  -0.154

=====

B) Below is 2 unconnected molecules or ions with the total composition C5H9NS2, with properties calculated with the ωB97M-V functional and the def2-TZVPD basis.

HOMO-LUMO gap (spin up / spin down) = 6.46 / 6.46 eV
net charge = 0

Each line ends with the Löwdin charge.
Geometry (Å):
1 C 2.604 0.057 0.012  -1.163
2 C -0.442 1.405 -0.661  -0.171
3 C -0.856 0.128 -0.054  -0.625
4 C -0.668 -0.151 1.437  -0.057
5 C -1.916 -0.642 -0.842  -0.061
6 N 0.330 0.219 -0.894  0.041
7 S 3.144 1.543 0.330  0.626
8 S 2.820 -1.597 0.016  0.726
9 H -0.934 1.764 -1.477  0.065
10 H 0.194 2.141 -0.150  0.093
11 H -0.482 -1.337 1.638  0.125
12 H -1.678 0.028 1.992  0.096
13 H 0.084 0.539 1.774  0.047
14 H -1.445 -1.586 -1.351  0.103
15 H -2.288 0.068 -1.717  0.106
16 H -2.757 -0.930 -0.104  0.088
17 H 4.290 -1.649 0.051  -0.037

=====

Energy relative to the most stable one, in eV: A) 0.000; B) 5.387